DFT (ωB97M-V/def2-TZVPD) results for 17 unconnected molecules or ions with the total composition H34O17 in a non-equilibrium geometry.

Values from the calculation:
E ... -1299.4277 a.u.
HOMO energy ... -9.999 eV
Spin multiplicity ... 1
Energy relative to the best compared isomer or geometry (same formula, charge and spin) ... 64.16 kcal/mol

Geometry as XYZ:
```
51
H34O17 (ωB97M-V/def2-TZVPD)
O -23.50224 -7.45988 -11.09204
H -23.71457 -6.72481 -10.48113
H -23.99928 -8.11794 -10.60363
O -25.53293 -6.44653 -6.40658
H -24.72542 -6.40303 -6.89908
H -26.16368 -5.86614 -6.88092
O -20.13485 -4.84445 -6.36706
H -19.76465 -3.94313 -6.26031
H -20.42982 -4.88523 -7.28813
O -21.57046 -5.20789 -8.71531
H -22.44178 -5.62586 -8.46401
H -21.76900 -4.43577 -9.26994
O -23.00805 -3.53541 -10.30738
H -22.86295 -3.19656 -11.15836
H -23.88806 -3.82055 -10.36568
O -22.61272 -4.45638 -5.34067
H -22.58593 -3.55606 -5.03750
H -21.81939 -4.41249 -5.90005
O -18.00851 -5.58676 -8.00760
H -18.84022 -5.44156 -7.51358
H -17.91626 -6.52467 -7.88709
O -23.29821 -1.11454 -9.64690
H -22.54047 -0.94197 -9.06937
H -23.18631 -2.07887 -9.80969
O -20.24776 -3.92475 -11.57262
H -19.80693 -3.82763 -12.43179
H -19.59108 -4.44503 -11.11705
O -24.02952 -3.46621 -7.31196
H -23.56019 -3.86563 -6.55012
H -23.35946 -3.31944 -7.95303
O -22.60956 -7.30897 -6.09965
H -22.80029 -6.52736 -5.63381
H -22.87556 -8.00885 -5.53960
O -20.63632 -7.38338 -10.44535
H -21.39098 -6.81248 -10.34953
H -20.60906 -7.66142 -9.52262
O -20.95643 -8.34000 -7.91653
H -21.55214 -8.09087 -7.18917
H -20.92525 -9.29572 -7.85143
O -20.36684 -1.49916 -10.20716
H -20.34405 -1.89796 -9.30960
H -20.53979 -2.30176 -10.70144
O -18.66928 -5.67663 -10.44256
H -18.45562 -5.59337 -9.48614
H -19.49052 -6.20517 -10.51867
O -23.92825 -6.43003 -8.64012
H -24.74328 -6.02835 -8.95388
H -24.01099 -7.40380 -8.70287
O -21.32246 -2.41458 -7.78183
H -21.82511 -1.97534 -7.09348
H -20.43662 -2.42414 -7.52898
```

Atomic partial charges in e from the Mulliken method, atoms 1 to 5: O -0.588; H 0.353; H 0.277; O -0.663; H 0.397

DFT (ωB97M-V/def2-TZVPD) results for a molecular structure, C4H8Si2 in a non-equilibrium geometry.

Values from the calculation:
⟨S²⟩ ... 2.01
E ... -735.7793 a.u.
HOMO energy (alpha / beta) ... -6.126 / -7.798 eV
Spin multiplicity ... 3
Energy relative to the best compared isomer or geometry (same formula, charge and spin) ... 115.37 kcal/mol

Geometry as XYZ:
```
14
C4H8Si2 (ωB97M-V/def2-TZVPD)
C -1.84625 0.09310 -0.19660
C -0.88300 0.10080 1.14156
C -0.33041 -0.39548 0.02321
C 2.10466 0.69307 0.67014
Si -1.81704 -1.83675 -0.30088
Si 1.41373 1.04901 -0.94233
H -2.30471 0.95513 -0.47869
H -0.53014 0.85392 1.83202
H 3.00680 1.09631 0.95533
H 1.63108 -0.17475 1.14191
H -1.29454 -2.58551 0.87547
H -2.01022 -2.79762 -1.36454
H 0.91194 0.42884 -2.32906
H 1.94809 2.51994 -1.02755
```

Atomic partial charges in e from the Mulliken method, atoms 1 to 5: C -0.556; C -0.593; C -0.192; C -0.775; Si 0.332

DFT (ωB97M-V/def2-TZVPD) results for 2 unconnected molecules or ions with the total composition CH4BrN2 in a non-equilibrium geometry.

Values from the calculation:
Net charge ... +1
E ... -2723.7425 a.u.
HOMO energy ... -15.664 eV
Spin multiplicity ... 1
Energy relative to the best compared isomer or geometry (same formula, charge and spin) ... 25.49 kcal/mol

Geometry as XYZ:
```
8
CH4BrN2 (ωB97M-V/def2-TZVPD)
C -2.84152 1.09469 -0.06081
N 0.07651 -0.07424 -0.05954
N -1.93486 1.79044 0.04885
Br -4.08195 -0.19213 -0.10128
H 0.04734 -0.00132 -1.08640
H 0.13473 -1.04961 0.24116
H 0.91655 0.44361 0.24542
H -0.74259 0.46298 0.30070
```

Atomic partial charges in e from the Mulliken method, atoms 1 to 5: C 0.292; N -0.497; N -0.468; Br 0.171; H 0.401

DFT (ωB97M-V/def2-TZVPD) results for 2 unconnected molecules or ions with the total composition C8H23FN2O2P.

Values from the calculation:
Net charge ... +1
E ... -1019.5293 a.u.
HOMO energy ... -10.883 eV
Spin multiplicity ... 1

Geometry as XYZ:
```
37
C8H23FN2O2P (ωB97M-V/def2-TZVPD)
C 0.66784 -3.45733 -2.61113
C 0.22102 -2.13699 -3.21494
N -1.16231 -1.68980 -2.84873
P -2.38227 -2.71860 -2.99477
F -2.79219 -3.46048 -1.70480
H 1.68140 -3.65146 -2.97104
H 0.07028 -4.31980 -2.92100
H 0.72548 -3.41258 -1.52240
H 0.32290 -2.15284 -4.30089
H 0.87492 -1.34383 -2.85123
H -1.16017 -1.12436 -1.99674
H -2.03937 -3.68493 -3.93139
H -3.55452 -2.09026 -3.39318
C 1.01732 -1.13981 0.40055
O 0.19781 -0.10304 -0.11266
C -1.04947 0.06664 0.56433
C -1.07479 1.31938 1.40980
N -0.18520 1.19574 2.54722
C -0.05200 2.39785 3.36508
C 0.51526 3.65099 2.71230
O 1.88251 3.55346 2.36876
C 2.16081 2.97610 1.11352
H 1.85002 -1.25365 -0.29283
H 1.42109 -0.91359 1.38975
H 0.46528 -2.08496 0.46125
H -1.26213 -0.81231 1.18151
H -1.83294 0.15607 -0.19909
H -2.09728 1.45332 1.77739
H -0.84702 2.17511 0.75802
H 0.73142 0.90580 2.23291
H 0.58700 2.14504 4.21298
H -1.03774 2.64242 3.77387
H 0.44705 4.45674 3.44586
H -0.06863 3.96423 1.83694
H 1.39010 3.22771 0.37687
H 2.25517 1.88527 1.16623
H 3.11332 3.37875 0.77167
```

Atomic partial charges in e from the Mulliken method, atoms 1 to 5: C -0.930; C -0.438; N -0.127; P 0.432; F -0.173

DFT (ωB97M-V/def2-TZVPD) results for 2 unconnected molecules or ions with the total composition C4H12NO2 in a non-equilibrium geometry.

Values from the calculation:
Net charge ... +1
E ... -364.5780 a.u.
HOMO energy ... -14.715 eV
Spin multiplicity ... 1
Energy relative to the best compared isomer or geometry (same formula, charge and spin) ... 35.89 kcal/mol

Geometry as XYZ:
```
19
C4H12NO2 (ωB97M-V/def2-TZVPD)
O 1.52441 1.72440 0.87311
C 0.90523 1.80574 -0.15274
C -0.11362 0.76648 -0.54556
N -0.37248 -0.11667 0.68254
C -0.85917 -1.52948 0.29922
C -1.44753 1.38798 -1.00403
H 1.08554 2.60970 -0.87216
H 0.21868 0.03113 -1.27295
H -1.00612 0.20911 1.41724
H 0.52658 -0.24688 1.17648
H -1.77658 -1.84581 0.78157
H -0.93716 -1.45751 -0.77496
H -0.07687 -2.20600 0.61466
H -1.99284 1.95752 -0.25206
H -1.12854 2.02576 -1.82911
H -2.16066 0.61643 -1.28628
H 2.48460 -2.57987 1.12673
H 2.88419 -1.45972 0.16799
O 2.24233 -1.69232 0.85033
```

Atomic partial charges in e from the Mulliken method, atoms 1 to 5: O -0.422; C -0.009; C 0.029; N -0.169; C -0.734

DFT (ωB97M-V/def2-TZVPD) results for 2 unconnected molecules or ions with the total composition C27H38F2NO4Si2 in a non-equilibrium geometry.

Values from the calculation:
Net charge ... +1
E ... -2185.7753 a.u.
HOMO energy ... -10.892 eV
Spin multiplicity ... 1

Geometry as XYZ:
```
74
C27H38F2NO4Si2 (ωB97M-V/def2-TZVPD)
C 5.16275 0.14754 -4.19615
O 4.02023 0.29146 -3.32689
C 2.83901 0.32746 -3.97939
O 2.74140 0.11105 -5.17587
C 1.62894 0.63218 -3.08798
C 1.32796 -0.34252 -1.94821
C 0.13758 0.06466 -1.13078
C -0.16656 -0.46516 0.09790
N -0.76273 0.71635 -2.01862
O -1.97141 1.02926 -1.38268
Si -2.22863 2.75162 -1.70736
C -3.93765 2.87243 -2.44985
C -1.99608 3.39017 0.01662
C -0.99898 3.41756 -2.96314
O -1.03534 -0.25450 -2.98232
Si -2.48740 -1.15536 -3.21589
C -3.50988 -0.14132 -4.38989
C -1.88589 -2.62026 -4.20170
C -3.20564 -1.53541 -1.54836
H 6.03123 0.29774 -3.54753
H 5.18998 -0.85288 -4.66030
H 5.14187 0.90547 -4.99865
H 1.73635 1.65175 -2.69315
H 0.74408 0.62834 -3.73734
H 1.07740 -1.31846 -2.40446
H 2.22003 -0.43079 -1.30499
H -1.12710 -0.21824 0.55192
H 0.54772 -1.15016 0.55492
H -4.22545 3.93857 -2.45165
H -3.96043 2.52153 -3.49289
H -4.67819 2.31266 -1.85572
H -1.99006 4.48922 0.02437
H -2.80563 3.02241 0.66664
H -1.03994 3.02420 0.42196
H -1.41194 4.36440 -3.35374
H -0.03541 3.63618 -2.48110
H -0.82925 2.73057 -3.80922
H -4.30770 -0.73988 -4.86018
H -3.97679 0.71645 -3.90360
H -2.86701 0.23027 -5.20417
H -2.64770 -3.38089 -4.43628
H -1.48979 -2.25380 -5.16323
H -1.06618 -3.12513 -3.68271
H -3.63850 -2.54938 -1.53164
H -2.44832 -1.50269 -0.75228
H -4.01219 -0.84076 -1.27423
F 0.32651 -4.02349 7.47246
C -0.23989 -4.00636 6.22408
C -1.15704 -4.99862 5.89163
C -1.70719 -4.93233 4.59597
C -1.34884 -3.92898 3.69909
C -0.41587 -2.91550 4.04315
C -0.04016 -1.84003 3.14266
C 0.79478 -0.82922 3.60677
C 1.35842 0.24360 2.90677
C 2.31211 1.15093 3.44678
C 2.85276 1.05284 4.76557
C 3.77067 2.00921 5.17718
F 4.27034 1.92190 6.45950
C 4.20471 3.05886 4.35751
C 3.67308 3.14593 3.05391
C 2.74069 2.21999 2.61166
C 0.14653 -2.99569 5.35151
H -1.41402 -5.77397 6.61109
H -2.42368 -5.69735 4.31453
H -1.80824 -3.90721 2.70119
H -0.43485 -1.85978 2.11668
H 1.04256 -0.82578 4.66609
H 1.00810 0.39650 1.89328
H 2.54941 0.25196 5.43329
H 4.93096 3.77797 4.73031
H 4.00140 3.94944 2.38812
H 2.31524 2.28865 1.61140
H 0.88875 -2.27736 5.69760
```

Atomic partial charges in e from the Mulliken method, atoms 1 to 5: C -0.646; O -0.274; C 0.101; O -0.591; C 0.212

Question: Which of these has the highest E?
Answer: C4H12NO2

Question: Which of these has the highest E?
Answer: C4H12NO2

Question: Which value of spin multiplicity does entry 4 give?
Answer: 1